w | The molecule C17H24N6O3. Source: OMol25; level of theory: the ωB97M-V functional and the def2-TZVPD basis.

Element x y z (Å)
1 H -3.63 3.36 -1.80
2 N -3.44 3.13 -0.85
3 C -2.31 2.52 -0.79
4 N -1.71 1.76 -1.78
5 N -1.88 2.22 0.45
6 C -2.84 1.88 1.50
7 C -3.71 0.61 1.26
8 C -2.90 -0.72 1.10
9 C -2.51 -1.04 -0.37
10 N -3.62 -0.77 -1.29
11 C -2.08 -2.54 -0.51
12 O -2.92 -3.42 -0.74
13 N -0.79 -2.85 -0.20
14 C 0.50 -2.14 0.11
15 C 1.10 -1.20 -0.98
16 C 2.56 -1.04 -0.71
17 C 3.57 -1.96 -0.82
18 N 4.78 -1.44 -0.52
19 C 4.59 -0.09 -0.24
20 C 5.52 0.92 0.07
21 C 4.99 2.15 0.32
22 C 3.62 2.43 0.36
23 C 2.74 1.46 -0.04
24 C 3.24 0.21 -0.37
25 C 0.43 -1.25 1.42
26 O 0.12 -0.07 1.38
27 O 0.63 -1.91 2.62
28 H -1.88 2.12 -2.74
29 H -0.85 1.10 -1.66
30 H -1.01 1.67 0.34
31 H -2.16 1.91 2.47
32 H -3.52 2.75 1.64
33 H -4.44 0.42 2.01
34 H -4.21 0.91 0.32
35 H -3.49 -1.65 1.57
36 H -2.01 -0.75 1.70
37 H -1.59 -0.44 -0.58
38 H -3.17 -0.13 -1.96
39 H -3.87 -1.65 -1.68
40 H -0.76 -3.89 -0.04
41 H 1.19 -3.04 0.37
42 H 0.86 -1.74 -1.86
43 H 0.63 -0.22 -1.04
44 H 3.38 -2.91 -1.23
45 H 5.57 -1.86 -1.02
46 H 6.53 0.66 0.20
47 H 5.69 2.94 0.56
48 H 3.20 3.35 0.81
49 H 1.68 1.67 -0.09
50 H 0.15 -1.41 3.32

Results
- Spin multiplicity: 1
- Frontier orbital gap: 8.75 eV
- HOMO: -8.38 eV
- LUMO energy: 0.370 eV
- SMILES: [H]/N=C(\N)NCCC[C@H](N)C(=O)N[C@@H](Cc1c[nH]c2ccccc12)C(=O)O

Results of the natural (NBO) charge analysis, in e, for atoms 1 through 8: 0.323 -0.773 0.576 -0.880 -0.628 -0.207 -0.445 -0.403

---

x | A structure of composition C17H24N6O3. Source: OMol25; level of theory: the ωB97M-V functional and the def2-TZVPD basis.

Element x y z (Å)
1 C -1.17 -0.18 0.90
2 C 0.27 -0.77 1.38
3 C -2.38 -0.45 1.59
4 C -3.56 0.32 0.81
5 C -3.86 1.62 0.89
6 C -4.62 -0.26 -0.07
7 C -5.57 0.71 -0.31
8 C -4.85 -1.62 -0.16
9 C -6.53 0.31 -1.22
10 C -5.86 -2.12 -0.84
11 C -6.56 -1.09 -1.59
12 C 1.60 1.31 0.56
13 C 1.32 1.37 -0.93
14 C 3.17 1.70 0.87
15 C 4.14 0.88 -0.04
16 C 4.27 -0.71 -0.02
17 C 6.71 -0.67 -0.41
18 H -0.31 -1.01 -0.82
19 H -2.05 -0.91 -0.98
20 H -1.08 0.93 0.69
21 H -2.78 -1.54 1.72
22 H -2.23 -0.57 2.91
23 H -3.81 2.37 1.89
24 H -5.37 2.96 0.07
25 H -4.06 -2.42 0.30
26 H -7.32 0.91 -1.80
27 H -5.98 -3.08 -0.97
28 H -7.30 -1.56 -2.30
29 H 2.33 -0.46 1.55
30 H 0.99 2.10 1.13
31 H 3.42 1.65 1.92
32 H 3.59 2.78 0.39
33 H 5.15 1.18 0.12
34 H 3.89 1.15 -1.07
35 H 3.42 -1.24 -0.49
36 H 4.24 -0.72 1.11
37 H 5.43 -1.22 -1.81
38 H 5.98 0.63 0.81
39 H 7.83 -2.45 -0.95
40 H 8.62 -0.49 -1.01
41 H 1.68 3.05 -0.81
42 N -1.22 -1.17 -0.29
43 N -5.09 1.89 0.32
44 N 1.51 -0.20 1.01
45 N 5.44 -1.45 -0.72
46 N 6.96 0.31 0.45
47 N 7.71 -1.18 -1.28
48 O 0.19 -1.67 2.18
49 O 1.28 0.20 -1.39
50 O 0.95 2.53 -1.60

Results
- Spin multiplicity: 1
- Frontier orbital gap: 7.86 eV
- HOMO: -8.08 eV
- LUMO energy: -0.218 eV

Results of the natural (NBO) charge analysis, in e, for atoms 1 through 8: -0.164 0.711 -0.440 -0.072 -0.040 -0.116 0.120 -0.158

---

Most favorable structure: w. The second most favorable one is 238.4 kcal/mol above it.

---

w | A structure of composition C3H11N4. Source: OMol25; level of theory: the ωB97M-V functional and the def2-TZVPD basis.

Element x y z (Å)
1 C 1.05 1.08 2.22
2 C 0.36 -1.65 0.42
3 C -0.21 0.78 -1.02
4 N 1.03 1.02 1.00
5 N -1.20 1.18 -1.90
6 N -0.22 1.04 0.29
7 N -0.24 -1.18 -0.90
8 H 2.02 0.80 2.77
9 H 0.20 1.35 2.83
10 H 1.38 -1.44 0.39
11 H -0.16 -1.17 1.17
12 H 0.21 -2.68 0.36
13 H 0.82 0.73 -1.38
14 H -0.94 0.93 -2.88
15 H -2.15 1.08 -1.64
16 H -1.09 1.35 0.83
17 H -1.18 -1.57 -0.98
18 H 0.33 -1.67 -1.59

Results
- Total charge: +1
- Spin multiplicity: 1
- Frontier orbital gap: 10.97 eV
- HOMO: -13.92 eV
- LUMO energy: -2.951 eV

Results of the natural (NBO) charge analysis, in e, for atoms 1 through 8: -0.071 -0.397 0.386 -0.239 -0.780 -0.476 -0.700 0.228

---

x | A cluster of 2 separate species, C3H11N4 in total. Source: OMol25; level of theory: the ωB97M-V functional and the def2-TZVPD basis.

Element x y z (Å)
1 C -1.47 -0.31 1.06
2 C -1.82 -0.48 -0.21
3 N -0.94 0.06 -1.25
4 N -2.14 -0.84 2.16
5 H -0.64 0.34 1.30
6 H -2.67 -1.06 -0.55
7 H -1.40 0.71 -1.88
8 H -0.11 0.53 -0.76
9 H -0.54 -0.69 -1.81
10 H -3.09 -1.08 1.93
11 H -2.15 -0.16 2.92
12 N 2.67 -0.62 -0.51
13 C 2.51 0.73 -0.52
14 N 1.37 1.31 -0.39
15 H 1.93 -1.12 -0.03
16 H 3.60 -0.91 -0.24
17 H 3.43 1.29 -0.68
18 H 1.48 2.30 -0.53

Results
- Total charge: +1
- Spin multiplicity: 1
- Frontier orbital gap: 10.16 eV
- HOMO: -12.97 eV
- LUMO energy: -2.811 eV

Results of the natural (NBO) charge analysis, in e, for atoms 1 through 8: 0.042 -0.200 -0.717 -0.762 0.215 0.223 0.428 0.462

---

Most favorable structure: x. The second most favorable one is 53.6 kcal/mol above it.

---

w | A cluster of 2 separate species, C5H14NS in total. Source: OMol25; level of theory: the ωB97M-V functional and the def2-TZVPD basis.

Element x y z (Å)
1 C -1.56 0.37 -1.32
2 C -0.82 -2.91 0.34
3 C 2.59 0.69 0.69
4 C 0.38 2.29 1.30
5 C -0.88 -0.78 -0.84
6 N -1.42 -1.69 -0.10
7 S 0.78 0.53 0.85
8 H -2.27 0.77 -0.57
9 H -0.83 1.16 -1.45
10 H -1.38 -3.17 1.32
11 H -0.90 -3.63 -0.39
12 H 0.21 -2.73 0.32
13 H 2.89 1.12 -0.29
14 H 3.24 -0.19 0.70
15 H 2.98 1.33 1.57
16 H 0.90 2.92 0.55
17 H 0.79 2.60 2.23
18 H -0.60 2.57 1.09
19 H -2.19 0.26 -2.20
20 H 0.05 -1.04 -1.41
21 H -2.34 -1.38 0.15

Results
- Total charge: +1
- Spin multiplicity: 1
- Frontier orbital gap: 8.62 eV
- HOMO: -12.56 eV
- LUMO energy: -3.940 eV

Results of the natural (NBO) charge analysis, in e, for atoms 1 through 8: -0.730 -0.416 -0.767 -0.708 0.304 -0.438 0.161 0.241

---

x | A cluster of 2 separate species, C5H14NS in total. Source: OMol25; level of theory: the ωB97M-V functional and the def2-TZVPD basis.

Element x y z (Å)
1 C -0.96 -2.11 -1.88
2 C -1.34 -1.36 -0.60
3 C 0.93 -1.83 0.43
4 N -0.16 -1.14 0.29
5 H -0.08 -1.73 -2.42
6 H -0.73 -3.18 -1.62
7 H -1.81 -2.09 -2.55
8 H -1.64 -0.35 -0.83
9 H -2.09 -1.82 0.00
10 H 1.55 -1.69 1.33
11 H 1.33 -2.34 -0.43
12 H -0.29 -0.40 0.99
13 C 1.24 2.01 0.02
14 C 0.56 2.67 1.19
15 S -0.23 1.41 2.32
16 H 0.54 1.40 -0.54
17 H 2.15 1.43 0.27
18 H 1.53 2.78 -0.68
19 H 1.24 3.24 1.83
20 H -0.27 3.32 0.84
21 H -1.46 1.78 2.01

Results
- Total charge: +1
- Spin multiplicity: 1
- Frontier orbital gap: 8.32 eV
- HOMO: -13.19 eV
- LUMO energy: -4.872 eV

Results of the natural (NBO) charge analysis, in e, for atoms 1 through 8: -0.647 -0.222 0.112 -0.420 0.232 0.225 0.260 0.225

---

Most favorable structure: x. The second most favorable one is 13.1 kcal/mol above it.